(1)
ORCA calculation (ωB97M-V/def2-TZVPD) on a structure of composition C4H9MgO4Sm in a non-equilibrium geometry.

Geometry as XYZ:
```
19
Properties=species:S:1:pos:R:3:forces:R:3
O 2.076 1.674 0.337 1.71 0.23 2.54
Sm 4.169 0.892 1.184 -3.46 0.33 -1.97
O 2.390 -0.770 0.430 0.92 0.09 1.18
C 1.717 -1.805 -0.125 1.44 0.17 -0.69
O 0.324 -1.434 -0.167 -0.38 0.02 0.88
C -0.122 -0.579 -1.233 2.28 1.49 -1.42
C -1.392 0.046 -0.704 -0.24 0.25 -0.08
O -1.063 0.831 0.450 0.79 -0.03 0.14
C -2.153 1.448 1.113 -0.42 0.00 0.23
Mg 0.835 0.416 1.090 1.23 0.65 -2.06
H 1.991 -2.659 0.517 -1.50 -0.54 -0.58
H 1.996 -1.971 -1.182 0.13 -0.20 0.30
H -0.364 -1.175 -2.123 0.11 0.11 0.20
H 0.799 0.303 -1.636 -2.79 -2.51 1.69
H -2.097 -0.731 -0.365 0.17 0.10 -0.37
H -1.856 0.699 -1.456 0.08 -0.21 0.16
H -1.740 2.146 1.849 -0.12 -0.10 -0.24
H -2.774 1.994 0.389 0.13 -0.14 0.26
H -2.737 0.674 1.632 -0.08 0.29 -0.16
```
Positions in Å, forces in eV/Å.

Relative energy (zero: lowest compared OMol25 entry of this formula, charge and spin), kcal/mol: 27.8
2S+1: 7
Electronic energy, hartree: -1316.559740
Net charge: +1

Atomic partial charges in e from the Löwdin method, atoms 1 to 2: -0.8652 1.4908


(2)
ORCA calculation (ωB97M-V/def2-TZVPD) on a structure of composition C4H9N in a non-equilibrium geometry.

Geometry as XYZ:
```
14
Properties=species:S:1:pos:R:3:forces:R:3
C -1.154 0.498 -0.172 -1.18 0.27 0.68
C -0.671 -0.981 0.283 0.16 -0.09 2.04
C 0.758 -1.011 -0.374 1.62 0.09 0.39
C 0.338 1.284 -0.025 -0.54 1.74 -1.46
H -2.070 0.996 0.548 2.83 -1.51 -1.93
H -1.634 0.493 -1.303 1.61 0.07 2.83
H -1.363 -1.983 0.052 1.74 3.01 0.72
H -0.391 -0.839 1.634 -1.18 -0.83 -4.13
H 0.733 -0.978 -1.507 -0.22 -0.09 1.27
H 1.505 -1.839 -0.065 -1.66 0.96 -0.46
H 1.542 0.094 1.101 0.23 0.20 -0.03
H 0.420 2.168 0.752 -0.45 -2.13 -1.20
H 0.543 1.818 -1.028 -0.53 -0.78 1.43
N 1.445 0.281 0.105 -2.42 -0.89 -0.13
```
Positions in Å, forces in eV/Å.

Relative energy (zero: lowest compared OMol25 entry of this formula, charge and spin), kcal/mol: 65.7
Electronic energy, hartree: -212.446497
Net charge: 0

Atomic partial charges in e from the natural (NBO) method, atoms 1 to 2: -0.4588 -0.4220


(3)
ORCA calculation (ωB97M-V/def2-TZVPD) on a structure of composition C4H9N in a non-equilibrium geometry.

Geometry as XYZ:
```
14
Properties=species:S:1:pos:R:3:forces:R:3
C 0.848 0.014 -1.571 -0.09 -0.09 0.13
C -1.273 -0.252 1.617 -0.02 0.01 0.01
N 1.539 0.790 -0.525 0.01 -0.29 -0.21
C 0.232 -0.663 -0.403 1.12 0.59 -0.26
C -0.742 0.133 0.254 0.30 1.14 0.16
H 2.520 0.959 -0.776 0.00 -0.41 0.00
H 0.197 1.033 0.224 -1.28 -0.67 0.29
H 0.157 0.566 -2.219 0.02 -0.05 0.09
H 1.515 -0.613 -2.165 -0.05 0.07 0.01
H 0.718 -1.513 0.058 -0.01 -0.06 -0.17
H -1.471 0.592 -0.419 -0.06 -0.23 -0.03
H -0.475 -0.637 2.256 -0.03 0.04 -0.03
H -2.048 -1.021 1.548 0.05 0.04 0.02
H -1.715 0.611 2.121 0.04 -0.07 -0.02
```
Positions in Å, forces in eV/Å.

Relative energy (zero: lowest compared OMol25 entry of this formula, charge and spin), kcal/mol: 87.1
Electronic energy, hartree: -212.412383
Net charge: 0

Atomic partial charges in e from the natural (NBO) method, atoms 1 to 2: -0.2923 -0.6086


(4)
ORCA calculation (ωB97M-V/def2-TZVPD) on the molecule C4H9N.

Geometry as XYZ:
```
14
Properties=species:S:1:pos:R:3:forces:R:3
C 1.232 0.289 1.500 0.01 -0.02 0.00
C 0.077 0.339 0.531 0.01 0.14 0.18
C 0.291 0.795 -0.864 0.06 0.23 -0.14
N 0.043 -0.606 -0.573 -0.04 -0.10 0.01
C -1.275 -1.067 -0.974 -0.16 -0.09 -0.06
H 1.500 1.308 1.804 -0.02 -0.17 0.02
H 0.991 -0.283 2.402 0.01 0.04 -0.14
H 2.104 -0.172 1.025 -0.14 0.09 0.04
H -0.892 0.591 0.970 0.14 -0.03 -0.11
H 1.300 1.036 -1.197 -0.17 -0.03 0.04
H -0.505 1.360 -1.350 0.12 -0.10 0.08
H -2.074 -0.339 -0.742 0.13 -0.09 -0.02
H -1.281 -1.239 -2.054 0.01 -0.01 0.13
H -1.511 -2.013 -0.478 0.05 0.13 -0.01
```
Positions in Å, forces in eV/Å.

SMILES: C[C@H]1CN1C
Relative energy (zero: lowest compared OMol25 entry of this formula, charge and spin), kcal/mol: 22.9
Electronic energy, hartree: -212.514629
Net charge: 0

Atomic partial charges in e from the natural (NBO) method, atoms 1 to 2: -0.6151 -0.0808


Copy entry 4 word for word.
ORCA calculation (ωB97M-V/def2-TZVPD) on the molecule C4H9N.

Geometry as XYZ:
```
14
Properties=species:S:1:pos:R:3:forces:R:3
C 1.232 0.289 1.500 0.01 -0.02 0.00
C 0.077 0.339 0.531 0.01 0.14 0.18
C 0.291 0.795 -0.864 0.06 0.23 -0.14
N 0.043 -0.606 -0.573 -0.04 -0.10 0.01
C -1.275 -1.067 -0.974 -0.16 -0.09 -0.06
H 1.500 1.308 1.804 -0.02 -0.17 0.02
H 0.991 -0.283 2.402 0.01 0.04 -0.14
H 2.104 -0.172 1.025 -0.14 0.09 0.04
H -0.892 0.591 0.970 0.14 -0.03 -0.11
H 1.300 1.036 -1.197 -0.17 -0.03 0.04
H -0.505 1.360 -1.350 0.12 -0.10 0.08
H -2.074 -0.339 -0.742 0.13 -0.09 -0.02
H -1.281 -1.239 -2.054 0.01 -0.01 0.13
H -1.511 -2.013 -0.478 0.05 0.13 -0.01
```
Positions in Å, forces in eV/Å.

SMILES: C[C@H]1CN1C
Relative energy (zero: lowest compared OMol25 entry of this formula, charge and spin), kcal/mol: 22.9
Electronic energy, hartree: -212.514629
Net charge: 0

Atomic partial charges in e from the natural (NBO) method, atoms 1 to 2: -0.6151 -0.0808